1.
Here is one molecule with the formula C5H10O in a non-equilibrium geometry from OMol25. Energies are from ωB97M-V/def2-TZVPD.

Last column: Mulliken charge in e.
Atoms and positions in Å:
C1 2.244 0.644 -0.761  -1.28
C2 0.748 0.438 -0.532  -0.36
C3 0.299 -0.595 0.455  -0.16
O1 -0.471 0.225 1.510  -0.50
C4 -1.118 -0.745 0.738  0.21
C5 -2.201 -0.360 -0.230  -1.25
H1 2.819 0.406 0.141  0.35
H2 2.422 1.700 -0.986  0.32
H3 2.673 0.063 -1.587  0.33
H4 0.305 1.158 0.182  0.29
H5 0.161 0.499 -1.456  0.25
H6 1.031 -1.259 0.909  0.43
H7 -1.370 -1.594 1.362  0.41
H8 -1.955 0.506 -0.850  0.34
H9 -3.111 -0.130 0.328  0.33
H10 -2.401 -1.214 -0.886  0.28

## Properties
HOMO ... -9.7 eV
SMILES ... CC[C@H]1O[C@H]1C
Gap between HOMO and LUMO ... 0.3980 Eh
F_max ... 2.3 eV/Å
E_tot ... -271.67518 a.u.
ΔE to the lowest compared entry with this formula, charge and spin ... 203.3 kJ/mol

=====

2.
Here is an isolated ion of composition C3H9N4 and charge +1 in a non-equilibrium geometry from OMol25. Energies are from ωB97M-V/def2-TZVPD.

Last column: Mulliken spin population.
Atoms and positions in Å:
C1 1.803 0.026 -0.563  0.60
C2 -1.530 -0.142 0.105  0.10
C3 -0.410 -1.092 0.123  -0.03
N1 1.898 0.884 0.376  0.63
N2 0.880 -0.902 -0.645  0.67
N3 -1.402 1.035 -0.731  0.00
N4 -0.557 -0.221 1.272  0.04
H1 2.689 -0.116 -1.114  0.04
H2 -2.625 -0.502 0.230  0.00
H3 -0.627 -2.183 0.330  0.01
H4 2.682 1.403 0.721  -0.03
H5 0.625 -1.259 -1.555  -0.01
H6 -1.785 0.843 -1.642  0.00
H7 -1.867 1.776 -0.203  0.00
H8 1.187 1.068 1.133  -0.02
H9 -0.961 -0.617 2.164  0.00

## Properties
2S+1 ... 3
Net charge ... +1
HOMO (alpha / beta) ... -10.0 / -14.2 eV
Gap between HOMO and LUMO (alpha / beta) ... 0.2656 / 0.2206 Eh
F_max ... 9.6 eV/Å
E_tot ... -338.26025 a.u.
ΔE to the lowest compared entry with this formula, charge and spin ... 258.5 kJ/mol

=====

3.
Here is a 8-piece molecular cluster, C29H58O13 overall in a non-equilibrium geometry from OMol25. Energies are from ωB97M-V/def2-TZVPD.

Last column: Mulliken charge in e.
Atoms and positions in Å:
C1 3.897 -3.992 -6.592  -1.23
C2 2.502 -3.772 -5.882  -0.12
O1 2.519 -2.482 -5.104  -0.31
C3 1.387 -2.191 -4.248  0.42
C4 1.524 -0.859 -3.568  0.21
O2 0.435 -2.987 -3.949  -0.59
H1 4.102 -3.335 -7.239  0.47
H2 4.042 -5.113 -7.026  0.28
H3 4.923 -3.869 -5.976  0.28
H4 1.763 -3.702 -6.678  0.27
H5 2.310 -4.565 -5.152  0.28
H6 2.194 -1.072 -2.584  -0.16
H7 0.443 -0.546 -3.208  -0.26
H8 2.171 -0.125 -4.167  0.37
C5 -4.173 3.774 2.885  -1.14
C6 -5.217 2.880 2.507  -0.08
O3 -4.812 1.487 2.731  -0.20
C7 -5.637 0.527 2.472  0.59
C8 -4.996 -0.868 2.617  -0.46
O4 -6.846 0.541 2.022  -0.62
H9 -3.225 3.688 2.498  0.28
H10 -4.085 3.892 4.110  0.25
H11 -4.525 4.866 2.669  0.36
H12 -5.984 3.328 3.226  0.24
H13 -5.599 3.199 1.408  0.25
H14 -4.907 -1.515 1.672  0.07
H15 -5.500 -1.628 3.336  0.32
H16 -3.945 -0.631 3.018  0.12
C9 1.965 -4.093 1.946  -0.83
C10 3.166 -3.392 2.425  -0.32
O5 3.510 -2.266 1.622  -0.16
C11 4.554 -1.466 1.842  0.64
C12 4.913 -0.573 0.556  -0.52
O6 5.151 -1.364 2.914  -0.61
H17 1.297 -4.691 2.609  0.37
H18 2.211 -4.606 1.046  0.32
H19 1.240 -3.316 1.726  0.00
H20 3.211 -3.077 3.460  0.38
H21 3.900 -4.293 2.445  0.25
H22 5.982 -0.805 0.249  0.38
H23 5.009 0.363 0.851  0.14
H24 4.125 -0.778 -0.429  -0.03
C13 2.443 5.346 -1.512  -1.15
C14 2.397 4.136 -0.733  -0.05
O7 3.256 4.366 0.354  -0.37
C15 3.640 3.548 1.330  0.79
C16 4.527 4.083 2.256  -1.28
O8 3.013 2.474 1.368  -0.45
H25 3.485 5.509 -2.040  0.31
H26 2.066 6.317 -1.036  0.29
H27 1.743 5.127 -2.507  0.29
H28 1.581 4.139 -0.168  0.18
H29 2.701 3.260 -1.203  0.40
H30 4.220 4.784 2.996  0.32
H31 5.392 4.499 1.686  0.33
H32 4.890 3.228 2.711  0.41
C17 -1.173 2.811 -2.190  -0.46
C18 -1.858 1.922 -3.269  -0.68
O9 -2.000 0.681 -2.763  0.02
C19 -2.366 -0.365 -3.442  0.65
C20 -2.625 -1.546 -2.619  -1.90
O10 -2.578 -0.298 -4.712  -0.69
H33 -0.217 2.250 -1.956  0.01
H34 -1.781 2.829 -1.329  0.16
H35 -1.005 3.905 -2.542  0.36
H36 -3.011 2.357 -3.506  0.24
H37 -1.513 1.967 -4.273  0.44
H38 -2.705 -1.137 -1.793  0.51
H39 -1.906 -2.192 -2.887  0.40
H40 -3.475 -1.747 -2.774  1.03
C21 0.547 -0.002 0.524  -0.10
C22 -0.626 -0.066 1.417  1.01
C23 -1.759 0.973 1.313  -0.86
O11 -0.783 -0.956 2.220  -0.72
H41 0.214 -0.499 -0.391  0.09
H42 1.254 -0.515 0.894  0.09
H43 0.893 1.130 0.518  -0.24
H44 -2.301 0.430 0.496  0.07
H45 -1.122 1.770 1.277  0.37
H46 -2.384 1.016 2.105  0.20
C24 -0.029 3.243 3.653  0.02
C25 0.565 2.115 4.660  0.48
C26 0.903 0.723 4.221  -0.17
O12 0.927 2.549 5.979  -0.62
H47 0.422 3.045 2.588  -0.14
H48 0.108 4.238 4.123  0.35
H49 -1.004 2.995 3.509  -0.21
H50 1.658 0.820 3.494  0.03
H51 -0.118 0.322 3.925  0.07
H52 1.548 0.217 5.099  0.26
C27 -3.776 -5.509 -1.088  -1.37
C28 -3.577 -4.193 -0.257  0.83
C29 -2.198 -3.986 0.171  -0.75
O13 -4.606 -3.325 -0.149  -0.57
H53 -4.631 -5.572 -1.562  0.45
H54 -3.611 -6.421 -0.484  0.34
H55 -2.969 -5.554 -1.891  0.27
H56 -2.116 -2.972 0.797  -0.01
H57 -1.458 -3.934 -0.564  0.37
H58 -2.082 -4.870 0.901  0.42

## Properties
HOMO ... -9.4 eV
SMILES ... CCOC(C)=O.CCOC(C)=O.CCOC(C)=O.CCOC(C)=O.CCOC(C)=O.CC(C)=O.CC(C)=O.CC(C)=O
Gap between HOMO and LUMO ... 0.3514 Eh
F_max ... 12.7 eV/Å
E_tot ... -2117.36709 a.u.
ΔE to the lowest compared entry with this formula, charge and spin ... 1439.7 kJ/mol

=====

4.
Here is one molecule with the formula C4H8O3 from OMol25. Energies are from ωB97M-V/def2-TZVPD.

Last column: Mulliken charge in e.
Atoms and positions in Å:
O1 1.100 -1.315 -1.048  -0.63
C1 0.618 -0.740 -0.090  0.63
C2 1.539 -0.059 0.902  -0.49
O2 2.870 -0.192 0.513  -0.54
C3 -0.877 -0.652 0.104  -0.59
C4 -1.482 0.470 -0.748  -0.43
O3 -1.489 1.645 0.039  -0.52
H1 1.235 0.999 0.970  0.26
H2 1.361 -0.506 1.895  0.27
H3 2.842 -0.734 -0.295  0.38
H4 -1.303 -1.615 -0.192  0.37
H5 -1.139 -0.449 1.149  0.32
H6 -0.888 0.606 -1.664  0.34
H7 -2.498 0.189 -1.052  0.34
H8 -1.889 2.352 -0.482  0.29

## Properties
HOMO ... -10.2 eV
SMILES ... O=C(CO)CCO
Gap between HOMO and LUMO ... 0.4003 Eh
F_max ... 0.5 eV/Å
E_tot ... -382.91482 a.u.
ΔE to the lowest compared entry with this formula, charge and spin ... 131.3 kJ/mol

=====

5.
Here is C29H45AsIN6O6PS2Tl as an isolated structure from OMol25. Energies are from ωB97M-V/def2-TZVPD.

Last column: Mulliken charge in e.
Atoms and positions in Å:
Tl1 1.039 -0.057 -1.044  1.88
C1 0.289 4.215 2.701  -1.06
C2 1.387 3.259 2.439  1.04
N1 2.329 2.915 3.255  -0.84
N2 3.079 2.018 2.544  0.34
C3 2.633 1.805 1.308  0.20
S1 3.313 0.816 0.109  -0.36
N3 1.542 2.610 1.232  0.54
N4 0.773 2.742 0.090  -0.37
H1 0.319 4.514 3.745  0.43
H2 -0.671 3.744 2.487  -0.04
H3 0.394 5.105 2.079  0.46
H4 3.886 1.589 2.963  0.16
H5 0.814 3.694 -0.250  0.33
H6 -0.188 2.442 0.275  -0.40
S2 -2.547 -1.792 -3.847  -0.43
C4 -2.605 -2.943 -2.550  1.11
C5 -3.368 -4.103 -2.437  -0.78
C6 -3.240 -4.844 -1.281  -0.58
C7 -2.383 -4.436 -0.249  -1.46
C8 -1.627 -3.290 -0.361  -0.05
C9 -1.732 -2.543 -1.534  -1.13
N5 -1.048 -1.372 -1.806  0.76
C10 -1.372 -0.878 -2.954  0.70
C11 -0.778 0.377 -3.459  0.65
C12 -1.270 0.994 -4.609  -1.06
C13 -0.710 2.178 -5.060  -1.06
C14 0.346 2.755 -4.367  -1.00
C15 0.840 2.143 -3.222  -1.01
C16 0.283 0.959 -2.766  0.54
H7 -4.042 -4.411 -3.225  0.44
H8 -3.823 -5.747 -1.163  0.43
H9 -2.333 -5.023 0.659  0.48
H10 -1.009 -2.924 0.447  0.82
H11 -2.101 0.555 -5.148  0.46
H12 -1.100 2.652 -5.951  0.42
H13 0.787 3.678 -4.722  0.49
H14 1.676 2.584 -2.691  0.57
N6 2.654 -0.019 -5.042  -0.13
C17 3.498 0.039 -4.005  0.47
O1 3.196 -0.325 -2.875  -0.31
C18 4.885 0.617 -4.204  -0.91
I1 5.558 0.955 -6.196  0.04
H15 1.714 -0.342 -4.878  0.07
H16 2.926 0.277 -5.964  0.10
H17 5.598 -0.048 -3.729  0.39
H18 4.919 1.577 -3.695  0.36
C19 0.407 -0.242 4.443  -1.28
C20 -0.847 0.594 4.239  1.44
C21 -0.767 1.887 5.033  -1.53
C22 -2.096 -0.181 4.633  -1.56
O2 -0.899 1.031 2.844  0.62
P1 -1.075 0.085 1.562  -0.90
O3 -1.975 -1.058 1.778  -0.91
O4 0.337 -0.217 1.039  -0.57
O5 -1.619 1.167 0.496  0.60
C23 -3.033 1.520 0.297  1.57
C24 -2.971 2.772 -0.562  -1.65
C25 -3.695 1.800 1.635  -1.50
C26 -3.729 0.388 -0.441  -1.29
H19 0.450 -0.604 5.471  0.55
H20 1.301 0.353 4.246  0.20
H21 0.401 -1.102 3.775  0.21
H22 -0.692 1.665 6.098  0.47
H23 -1.661 2.491 4.868  0.31
H24 0.113 2.460 4.744  0.26
H25 -2.083 -0.327 5.715  0.48
H26 -2.150 -1.149 4.142  0.31
H27 -2.994 0.380 4.372  0.28
H28 -2.489 3.590 -0.021  0.34
H29 -3.977 3.094 -0.832  0.47
H30 -2.414 2.573 -1.481  0.16
H31 -3.161 2.580 2.180  0.22
H32 -3.727 0.899 2.247  0.19
H33 -4.719 2.135 1.465  0.58
H34 -3.274 0.238 -1.421  0.09
H35 -4.779 0.645 -0.588  0.58
H36 -3.665 -0.537 0.129  0.31
C27 2.020 -2.683 1.969  -0.58
As1 2.529 -3.076 0.167  0.65
C28 2.054 -4.888 -0.214  -1.02
C29 4.425 -2.884 0.001  -1.01
O6 1.758 -2.122 -0.964  -0.58
H37 2.260 -3.533 2.606  0.68
H38 0.952 -2.476 1.977  -0.22
H39 2.554 -1.794 2.299  0.27
H40 2.575 -5.567 0.459  0.43
H41 2.326 -5.103 -1.246  0.36
H42 0.977 -4.993 -0.097  0.20
H43 4.936 -3.548 0.698  0.44
H44 4.680 -1.847 0.215  0.24
H45 4.706 -3.125 -1.022  0.35

## Properties
Net charge ... +1
HOMO ... -10.8 eV
Gap between HOMO and LUMO ... 0.3128 Eh
F_max ... 0.2 eV/Å
E_tot ... -5755.73826 a.u.
ΔE to the lowest compared entry with this formula, charge and spin ... 5.0 kJ/mol

=====

6.
Here is H3IP2 as an isolated structure in a non-equilibrium geometry from OMol25. Energies are from ωB97M-V/def2-TZVPD.

Last column: Mulliken charge in e.
Atoms and positions in Å:
P1 -0.308 0.507 0.785  -0.14
P2 0.043 -0.313 -1.209  -0.03
I1 1.702 1.402 -1.646  -0.01
H1 -1.354 1.412 0.782  0.09
H2 -1.110 -0.672 1.300  0.08
H3 1.027 -2.336 -0.013  0.00

## Properties
HOMO (alpha / beta) ... -8.6 / -9.2 eV
Gap between HOMO and LUMO (alpha / beta) ... 0.2765 / 0.2749 Eh
F_max ... 2.7 eV/Å
E_tot ... -982.06219 a.u.
ΔE to the lowest compared entry with this formula, charge and spin ... 167.3 kJ/mol